No. 1
# C15H10F6IrN7S3Sb

A molecular structure, C15H10F6IrN7S3Sb in a non-equilibrium geometry (the ωB97M-V functional and the def2-TZVPD basis, OMol25).

ORCA input file:
```
! RIJCOSX wB97M-V def2-TZVPD def2/J DEFGRID3
* xyz 1 5
Ir 10.34 10.11 8.89
Sb 6.52 8.07 9.65
S 13.19 10.29 8.83
S 8.94 11.61 9.87
S 10.59 9.79 11.10
F 8.49 8.23 9.29
F 6.45 9.84 8.90
F 6.37 7.35 7.85
F 4.69 7.93 10.05
F 6.93 6.39 10.32
F 7.01 8.89 11.27
N 6.76 12.84 12.47
N 10.87 8.17 8.12
N 11.51 12.04 7.96
N 10.02 6.41 7.18
N 9.16 9.84 14.80
N 9.29 9.98 7.05
N 7.96 8.63 5.93
C 9.19 10.79 11.38
C 12.85 11.81 8.11
C 7.44 9.92 5.79
C 7.54 12.01 12.59
C 9.05 8.72 6.70
C 13.35 13.89 7.07
C 9.91 7.72 7.31
C 8.89 10.34 13.80
C 8.26 10.75 6.46
C 13.81 12.69 7.68
C 11.57 7.08 8.54
C 8.54 11.04 12.61
C 11.11 13.15 7.40
C 11.09 5.94 7.92
C 12.01 14.08 6.90
H 11.23 4.89 8.09
H 8.08 11.80 6.63
H 14.10 14.59 6.71
H 12.33 7.08 9.26
H 11.61 14.93 6.33
H 7.42 7.78 5.74
H 9.43 5.82 6.69
H 6.48 10.10 5.30
H 14.87 12.50 7.75
H 10.03 13.30 7.34
*
```

Properties
Calculated total energy ... -84329.9933 eV
HOMO level (spin up / spin down) ... -12.16 / -12.32 eV
Relative energy (zero: lowest compared OMol25 entry of this formula, charge and spin) ... 4.62 kcal/mol
Maximum force ... 2.03 eV/A

Mulliken population analysis, charges in e, atoms 1 to 6: atom 1 (Ir): 1.74, atom 2 (Sb): 2.33, atom 3 (S): -0.15, atom 4 (S): -0.34, atom 5 (S): -0.29, atom 6 (F): -0.55

No. 2
# C15H10F6N3NiO10S2

A molecular structure, C15H10F6N3NiO10S2 (the ωB97M-V functional and the def2-TZVPD basis, OMol25).

ORCA input file:
```
! RIJCOSX wB97M-V def2-TZVPD def2/J DEFGRID3
* xyz -1 3
Ni -1.03 -1.04 1.26
S 0.16 0.36 3.93
S -0.73 2.13 1.94
F -3.10 3.23 2.01
F 2.07 -1.18 4.77
F -2.71 1.84 3.63
F -1.81 3.81 3.65
F 2.60 0.91 4.70
F 2.51 -0.24 2.87
O -0.43 -0.78 3.25
O -0.25 0.56 5.29
O -0.19 -3.00 1.22
O -0.20 3.23 1.23
O 0.27 -0.05 -3.68
O 1.88 0.72 -0.19
O -2.69 -1.37 0.42
O -1.00 1.36 -4.97
O -1.33 1.03 1.19
O -4.72 -1.06 -0.45
N 3.02 -1.23 -0.31
N 0.24 1.67 3.09
N 0.82 -1.19 0.49
C -3.63 0.43 -2.55
C 1.95 -0.06 4.06
C 0.86 -2.52 0.73
C 3.08 -2.57 -0.09
C 4.15 -0.49 -0.85
C -3.50 -1.02 -0.52
C -2.18 2.80 2.87
C 2.05 -3.27 0.42
C -1.00 0.03 -3.15
C -2.85 -0.39 -1.74
C 0.33 1.04 -4.59
C 1.87 -0.48 -0.01
C -1.77 0.87 -3.93
C -3.10 1.08 -3.67
C -1.50 -0.61 -2.05
H -0.88 -1.26 -1.45
H 0.90 0.75 -5.47
H 4.96 -1.18 -1.07
H -3.70 1.73 -4.29
H -4.67 0.56 -2.28
H 4.02 -3.04 -0.35
H 3.86 0.03 -1.76
H 2.10 -4.33 0.60
H 0.78 1.91 -4.09
H 4.49 0.26 -0.13
*
```

Properties
Calculated total energy ... -119685.0455 eV
HOMO level (spin up / spin down) ... -5.72 / -5.73 eV
Relative energy (zero: lowest compared OMol25 entry of this formula, charge and spin) ... 0.15 kcal/mol
Maximum force ... 0.94 eV/A

Mulliken population analysis, charges in e, atoms 1 to 6: atom 1 (Ni): 1.50, atom 2 (S): 0.78, atom 3 (S): 0.91, atom 4 (F): -0.20, atom 5 (F): -0.23, atom 6 (F): -0.21

No. 3
# C15H10FN2O8S2

2 unconnected molecules or ions with the total composition C15H10FN2O8S2 in a non-equilibrium geometry (the ωB97M-V functional and the def2-TZVPD basis, OMol25).

ORCA input file:
```
! RIJCOSX wB97M-V def2-TZVPD def2/J DEFGRID3
* xyz -1 1
S 2.38 0.56 -1.02
S -0.35 -0.47 -1.39
F 0.22 2.02 -0.73
O 2.96 1.81 -1.45
O 2.87 -0.63 2.39
O -5.50 1.87 3.05
O -0.55 -1.63 -0.51
O -5.79 -0.29 2.88
O -1.46 0.14 -2.07
O 3.08 -0.30 -0.10
O 3.52 1.42 2.86
N -5.04 0.71 2.88
N 2.64 0.60 2.46
C 0.67 0.74 -0.48
C 2.83 -1.47 -4.54
C 3.14 -0.72 -3.40
C 0.84 -0.91 -2.67
C 1.52 -1.93 -4.74
C -1.47 1.56 2.42
C 2.12 -0.42 -2.50
C -2.80 1.69 2.81
C -1.79 -0.80 2.03
C -3.10 -0.72 2.47
C -3.64 0.56 2.73
C -0.95 0.34 1.94
C 1.40 1.08 2.07
C 0.52 -1.67 -3.79
C 0.44 0.22 1.49
H -0.51 -2.03 -3.91
H 1.21 2.15 2.12
H -3.23 2.66 3.02
H -1.38 -1.77 1.73
H 1.27 -2.47 -5.65
H -0.82 2.43 2.45
H 4.15 -0.34 -3.20
H 3.60 -1.64 -5.29
H 0.75 -0.76 1.17
H -3.76 -1.58 2.45
*
```

Properties
Calculated total energy ... -59457.8107 eV
HOMO level ... -4.31 eV
Maximum force ... 3.34 eV/A

Mulliken population analysis, charges in e, atoms 1 to 6: atom 1 (S): 1.42, atom 2 (S): 1.36, atom 3 (F): -0.38, atom 4 (O): -0.72, atom 5 (O): -0.67, atom 6 (O): -0.61

No. 4
# C15H10IN6O5PtS

A molecular structure, C15H10IN6O5PtS in a non-equilibrium geometry (the ωB97M-V functional and the def2-TZVPD basis, OMol25).

ORCA input file:
```
! RIJCOSX wB97M-V def2-TZVPD def2/J DEFGRID3
* xyz 1 5
Pt -0.34 0.08 0.08
I -1.73 4.21 4.50
S -0.16 2.00 -1.18
O 1.35 -1.28 1.59
O 5.27 0.40 -0.45
O 6.05 -1.91 1.14
O 3.67 -3.08 2.34
O 2.30 0.47 -0.41
N 0.06 0.70 2.98
N 0.25 -0.18 -2.73
N -1.02 -1.82 0.57
N -0.62 1.04 1.88
N -0.13 -0.82 -1.65
N 0.64 1.85 -3.71
C -1.37 -4.00 -0.37
C -0.15 1.57 3.97
C 0.30 1.12 -2.66
C -1.01 2.53 3.48
C -2.03 -3.52 1.88
C -1.28 2.16 2.16
C 4.52 -0.34 0.14
C 4.94 -1.51 0.98
C -0.91 -2.68 -0.48
C -1.55 -2.23 1.71
C -0.38 -2.11 -1.67
C 3.64 -2.10 1.64
C 2.55 -1.25 1.22
C 3.03 -0.27 0.23
C -1.94 -4.41 0.81
H -0.23 -2.69 -2.58
H -2.49 -3.81 2.81
H -2.33 -5.41 0.91
H 0.67 2.85 -3.64
H 0.65 -0.13 2.96
H 0.92 1.39 -4.57
H -1.29 -4.65 -1.23
H 0.31 1.47 4.94
H -1.91 2.64 1.44
H -1.60 -1.51 2.51
*
```

Properties
Calculated total energy ... -57066.1829 eV
HOMO level (spin up / spin down) ... -8.98 / -11.01 eV
Relative energy (zero: lowest compared OMol25 entry of this formula, charge and spin) ... 21.17 kcal/mol
Maximum force ... 3.66 eV/A

Mulliken population analysis, charges in e, atoms 1 to 6: atom 1 (Pt): 0.65, atom 2 (I): 0.17, atom 3 (S): -0.56, atom 4 (O): -0.60, atom 5 (O): -0.40, atom 6 (O): -0.31

No. 5
# C15H10N4O6S5Sr

A molecular structure, C15H10N4O6S5Sr in a non-equilibrium geometry (the ωB97M-V functional and the def2-TZVPD basis, OMol25).

ORCA input file:
```
! RIJCOSX wB97M-V def2-TZVPD def2/J DEFGRID3
* xyz -2 1
Sr 0.76 0.23 -1.60
S 1.94 2.00 -3.70
S -1.33 2.46 -2.41
S 1.21 4.31 -5.37
S -0.07 6.89 -6.04
S -1.31 4.90 -4.18
O 1.53 -4.07 -2.79
O -2.39 -0.64 1.99
O -1.06 0.25 0.47
O 2.21 -0.22 0.77
O 1.36 -1.82 -2.61
O -1.09 -5.64 1.27
N -0.45 -2.01 -0.65
N 1.13 1.74 0.94
N 1.08 0.16 2.75
N -0.31 3.52 0.87
C 0.68 3.18 -4.07
C -0.09 5.44 -5.24
C -0.31 -4.42 -0.68
C 1.04 -3.02 -2.35
C -0.01 -3.20 -1.20
C -0.56 3.40 -3.60
C -0.97 -4.43 0.54
C 1.52 0.53 1.46
C -1.58 -0.72 1.05
C 1.41 -1.19 3.21
C 0.19 2.44 1.54
C -0.23 2.15 2.84
C 0.14 0.95 3.38
C -1.43 -3.29 1.11
C -1.17 -2.08 0.45
H 2.03 -1.54 2.37
H -2.04 -3.13 2.03
H 1.78 -1.30 4.25
H 0.14 -5.32 -1.09
H 0.49 -1.70 3.28
H -1.54 -5.41 2.09
H -1.12 3.94 1.31
H -0.21 0.59 4.32
H -0.45 3.33 -0.13
H -0.92 2.74 3.41
*
```

Properties
Calculated total energy ... -88982.8283 eV
HOMO level ... -1.09 eV
Relative energy (zero: lowest compared OMol25 entry of this formula, charge and spin) ... 0.00 kcal/mol
Maximum force ... 2.40 eV/A

Mulliken population analysis, charges in e, atoms 1 to 6: atom 1 (Sr): 1.61, atom 2 (S): -0.54, atom 3 (S): -0.58, atom 4 (S): -0.16, atom 5 (S): -0.41, atom 6 (S): -0.13

No. 6
# C15H11BN2O9Zn

A molecular structure, C15H11BN2O9Zn in a non-equilibrium geometry (the ωB97M-V functional and the def2-TZVPD basis, OMol25).

ORCA input file:
```
! RIJCOSX wB97M-V def2-TZVPD def2/J DEFGRID3
* xyz -2 1
Zn -0.65 -1.42 -0.85
O -1.76 -1.00 1.35
O 0.60 1.43 -1.12
O 1.36 -2.76 -1.38
O -1.98 -1.90 -2.63
O -3.67 -3.19 -3.30
O -1.65 1.40 -0.84
O 3.74 0.92 2.56
O -1.30 -0.08 3.34
O 3.34 -3.34 -0.51
N 0.81 -1.50 0.94
N -1.26 -3.50 -0.68
C 0.50 -0.63 1.89
C -1.18 4.98 -0.24
C 2.77 0.09 2.05
C -1.21 2.66 -0.69
C 1.45 0.19 2.48
C 0.20 5.00 -0.41
C 3.09 -0.86 1.09
C 2.07 -1.64 0.56
C 0.18 2.68 -0.87
C -2.57 -3.75 -1.25
C -2.76 -2.86 -2.53
C 0.90 3.85 -0.75
C -1.91 3.81 -0.39
C -1.01 -0.56 2.23
C 2.29 -2.68 -0.55
B -0.54 0.59 -1.08
H 4.10 -0.98 0.72
H -2.73 -4.80 -1.52
H 4.58 0.67 2.16
H -2.98 3.80 -0.27
H -1.69 5.90 0.03
H 1.16 0.89 3.25
H -1.13 -3.92 0.24
H -0.53 -3.85 -1.29
H 1.97 3.87 -0.92
H 0.75 5.92 -0.26
H -3.33 -3.43 -0.53
*
```

Properties
Calculated total energy ... -86241.9523 eV
HOMO level ... -2.38 eV
Relative energy (zero: lowest compared OMol25 entry of this formula, charge and spin) ... 19.84 kcal/mol
Maximum force ... 1.05 eV/A

Mulliken population analysis, charges in e, atoms 1 to 6: atom 1 (Zn): 0.40, atom 2 (O): -0.56, atom 3 (O): -0.59, atom 4 (O): -0.68, atom 5 (O): -0.56, atom 6 (O): -0.80

- Which value of calculated total energy does entry 5 give?
  -88982.8283 eV

- What is the maximum force in the fourth record?
  3.66 eV/A